1.
Here is a cluster of 11 separate species, C69H164N9O8 in total from the Open Molecules 2025 dataset. Energies are from the ωB97M-V functional and the def2-TZVPD basis.

```
! wB97M-V def2-TZVPD RIJCOSX def2/J DEFGRID3
* xyz 7 1
C 1.928 -0.214 0.877
C 0.356 -0.227 0.777
C -0.060 -1.264 -0.275
O -0.239 -0.313 2.054
H 2.482 -0.185 -0.062
H 2.150 -1.203 1.282
H 2.397 0.498 1.554
H 0.155 0.749 0.319
H 0.607 -1.161 -1.131
H -1.115 -1.049 -0.448
H 0.083 -2.243 0.181
C 7.915 -1.025 3.624
C 7.106 -2.186 4.159
C 5.728 -2.222 3.497
N 4.691 -3.150 4.047
C 3.341 -2.844 3.278
C 3.212 -3.511 1.887
C 3.674 -4.946 1.874
C 5.090 -5.096 2.355
C 5.256 -4.582 3.816
C 4.253 -3.039 5.529
H 7.748 -0.633 2.621
H 8.998 -1.154 3.588
H 7.840 -0.228 4.365
H 7.031 -2.167 5.246
H 7.556 -3.158 3.952
H 5.749 -2.469 2.436
H 5.418 -1.175 3.500
H 3.268 -1.762 3.359
H 2.483 -3.302 3.772
H 3.878 -2.884 1.290
H 2.186 -3.423 1.530
H 3.611 -5.542 0.963
H 3.013 -5.517 2.531
H 5.873 -4.695 1.713
H 5.330 -6.135 2.587
H 6.243 -4.690 4.261
H 4.605 -5.224 4.411
H 5.053 -3.328 6.210
H 3.349 -3.616 5.712
H 4.077 -1.970 5.654
C -4.206 0.673 0.974
C -3.646 1.786 0.015
C -4.754 2.409 -0.849
N -4.332 3.631 -1.703
C -3.499 4.629 -0.898
C -3.133 5.859 -1.720
C -4.439 6.627 -2.164
C -5.265 5.605 -2.921
C -5.598 4.227 -2.337
C -3.428 2.999 -2.817
H -5.116 1.050 1.441
H -3.432 0.413 1.697
H -4.412 -0.268 0.462
H -3.075 1.118 -0.632
H -2.981 2.439 0.578
H -5.535 2.691 -0.144
H -5.031 1.674 -1.602
H -4.064 4.833 0.012
H -2.590 4.097 -0.621
H -2.521 6.574 -1.171
H -2.493 5.509 -2.531
H -4.952 7.089 -1.320
H -4.035 7.475 -2.716
H -6.227 6.107 -3.044
H -4.981 5.523 -3.971
H -6.178 4.368 -1.423
H -6.195 3.498 -2.884
H -2.449 2.865 -2.361
H -3.330 3.852 -3.488
H -3.830 2.144 -3.356
C 3.433 7.652 1.802
C 3.191 6.111 2.036
C 3.447 5.388 0.728
N 3.243 3.849 0.720
C 4.030 3.266 -0.455
C 3.322 3.680 -1.777
C 1.934 3.201 -1.764
C 1.085 3.759 -0.574
C 1.826 3.336 0.712
C 3.862 3.293 2.005
H 4.484 7.914 1.693
H 2.985 8.272 2.579
H 2.837 7.977 0.948
H 2.239 5.816 2.479
H 3.953 5.823 2.760
H 4.465 5.597 0.398
H 2.855 5.824 -0.076
H 5.053 3.627 -0.350
H 4.174 2.184 -0.464
H 3.374 4.770 -1.796
H 3.828 3.363 -2.688
H 1.491 3.687 -2.637
H 1.931 2.129 -1.968
H 0.667 4.763 -0.636
H 0.160 3.178 -0.613
H 1.207 3.749 1.511
H 1.749 2.267 0.905
H 3.991 2.212 1.976
H 3.312 3.510 2.919
H 4.826 3.795 1.934
C -9.522 -5.598 -2.876
C -8.335 -4.954 -3.532
C -7.459 -4.154 -2.516
N -6.282 -3.261 -3.091
C -5.472 -2.529 -2.008
C -4.095 -1.954 -2.470
C -3.248 -3.074 -3.021
C -4.002 -3.659 -4.137
C -5.372 -4.286 -3.749
C -6.796 -2.184 -4.131
H -9.419 -6.617 -2.503
H -10.425 -5.578 -3.485
H -9.779 -5.068 -1.957
H -8.698 -4.412 -4.406
H -7.723 -5.724 -4.005
H -7.131 -4.676 -1.618
H -8.150 -3.427 -2.083
H -5.375 -3.262 -1.208
H -6.138 -1.699 -1.775
H -3.500 -1.585 -1.631
H -4.066 -1.092 -3.138
H -2.964 -3.768 -2.228
H -2.293 -2.697 -3.393
H -3.421 -4.528 -4.456
H -3.895 -3.001 -5.000
H -5.271 -5.108 -3.042
H -5.777 -4.684 -4.679
H -5.904 -1.607 -4.367
H -7.437 -1.556 -3.515
H -7.129 -2.823 -4.945
C -0.717 0.896 -4.413
C -0.529 1.953 -5.631
C -0.012 1.235 -6.917
N 0.268 2.250 -8.024
C 1.446 3.202 -7.696
C 1.822 4.141 -8.873
C 2.056 3.326 -10.127
C 1.019 2.284 -10.554
C 0.598 1.415 -9.351
C -0.940 3.127 -8.443
H -1.257 1.313 -3.563
H 0.182 0.486 -3.950
H -1.265 0.002 -4.718
H 0.120 2.720 -5.208
H -1.491 2.458 -5.708
H -0.803 0.669 -7.410
H 0.900 0.661 -6.768
H 2.264 2.485 -7.614
H 1.334 3.832 -6.815
H 2.651 4.687 -8.421
H 1.138 4.985 -8.976
H 3.026 2.825 -10.090
H 2.268 4.087 -10.878
H 1.395 1.673 -11.374
H 0.132 2.750 -10.985
H 1.342 0.725 -8.950
H -0.288 0.795 -9.483
H -1.012 3.701 -7.519
H -1.783 2.462 -8.617
H -0.641 3.793 -9.248
C 1.570 1.622 8.378
N 1.713 1.808 6.818
C 0.649 2.907 6.523
C 3.112 2.319 6.616
C 1.399 0.515 6.059
C 1.802 0.439 4.614
O 1.295 1.328 3.690
H 2.096 0.696 8.608
H 0.512 1.581 8.632
H 1.976 2.419 8.999
H -0.299 2.392 6.662
H 0.807 3.153 5.474
H 0.825 3.742 7.199
H 3.786 1.480 6.780
H 3.286 3.278 7.101
H 3.187 2.565 5.555
H 0.388 0.299 6.402
H 2.097 -0.183 6.525
H 1.560 -0.599 4.370
H 2.890 0.533 4.564
H 0.893 0.735 3.025
C -1.121 -6.014 2.755
N -1.943 -5.096 1.827
C -0.877 -4.499 0.905
C -2.963 -5.890 1.073
C -2.574 -3.975 2.781
C -3.449 -2.822 2.154
O -4.437 -3.251 1.297
H -0.633 -6.753 2.122
H -1.743 -6.519 3.493
H -0.374 -5.440 3.302
H -0.154 -3.881 1.436
H -1.389 -3.959 0.111
H -0.305 -5.361 0.565
H -3.471 -5.287 0.324
H -3.622 -6.414 1.765
H -2.428 -6.725 0.620
H -1.707 -3.507 3.247
H -3.146 -4.522 3.530
H -2.841 -2.010 1.749
H -3.915 -2.210 2.932
H -4.838 -4.061 1.623
C -4.208 0.024 8.274
N -3.987 -0.214 6.751
C -3.883 -1.722 6.668
C -5.247 0.228 5.955
C -2.641 0.516 6.346
C -2.531 0.892 4.870
O -2.431 -0.350 4.192
H -3.418 -0.288 8.957
H -5.094 -0.502 8.627
H -4.293 1.100 8.426
H -4.831 -2.253 6.751
H -3.160 -2.147 7.363
H -3.520 -1.900 5.656
H -5.200 1.314 5.898
H -6.063 0.009 6.642
H -5.280 -0.358 5.039
H -1.906 -0.137 6.816
H -2.560 1.439 6.923
H -1.566 1.387 4.753
H -3.397 1.498 4.605
H -1.632 -0.476 3.662
C 6.680 -2.360 -2.578
N 5.189 -2.477 -2.708
C 4.799 -3.742 -3.524
C 4.654 -2.703 -1.290
C 4.476 -1.343 -3.450
C 4.626 -0.025 -2.744
O 4.357 1.084 -3.588
H 6.952 -1.446 -2.048
H 7.006 -2.082 -3.581
H 7.132 -3.259 -2.167
H 5.087 -3.798 -4.573
H 3.716 -3.823 -3.436
H 5.179 -4.630 -3.020
H 4.844 -1.831 -0.662
H 5.150 -3.528 -0.779
H 3.600 -2.973 -1.360
H 3.426 -1.637 -3.485
H 4.794 -1.307 -4.492
H 5.624 0.126 -2.327
H 4.008 0.008 -1.846
H 4.863 1.069 -4.405
O 6.379 1.323 1.284
C 5.981 0.159 0.613
O 4.990 -0.381 1.108
O 6.517 -0.154 -0.458
H 5.518 1.260 1.715
*
```

Summary:
lowest unoccupied orbital energy	-11.77	eV
relative energy (zero: lowest compared OMol25 entry of this formula, charge and spin)	22.4	kcal/mol
HOMO-LUMO gap	8.042	eV
HOMO energy	-19.810	eV

***

2.
Here is a cluster of 16 separate species, CH33O15S in total from the Open Molecules 2025 dataset. Energies are from the ωB97M-V functional and the def2-TZVPD basis.

```
! wB97M-V def2-TZVPD RIJCOSX def2/J DEFGRID3
* xyz -1 1
C -2.755 0.816 -1.939
S -2.894 1.415 -3.663
H -1.990 0.047 -1.925
H -2.296 1.668 -1.421
H -3.676 0.640 -1.422
H 2.283 -1.498 1.798
H 3.240 -1.650 0.740
O 3.161 -1.882 1.670
H 1.621 1.091 4.659
H 0.264 0.400 4.644
O 1.084 0.461 5.137
H 0.565 3.386 1.380
H 1.090 3.497 2.774
O 1.174 3.918 1.915
H 2.671 -3.960 1.164
H 1.175 -3.560 0.987
O 1.946 -3.937 0.549
H 1.018 -1.263 -3.847
H 1.896 -2.502 -4.256
O 1.018 -2.084 -4.342
H -2.390 -2.536 2.266
H -2.236 -1.262 1.289
O -2.606 -2.131 1.421
H -0.855 1.388 1.839
H -0.817 1.651 3.536
O -0.884 1.008 2.827
H 0.143 1.974 -0.905
H 1.482 2.314 -1.610
O 0.535 2.316 -1.801
H 1.210 1.196 -3.040
H 2.466 1.516 -3.864
O 1.926 0.769 -3.572
H -1.288 1.640 0.284
H -1.785 2.183 -3.695
O -0.384 1.880 0.541
H -1.630 -3.669 -3.240
H -2.375 -3.647 -1.816
O -2.365 -3.999 -2.716
H -1.148 3.420 0.688
H -0.918 4.960 0.895
O -1.546 4.320 0.551
H -0.534 -1.065 -0.545
H -0.240 0.114 0.483
O -0.224 -0.860 0.340
H -0.419 -1.844 3.774
H -1.673 -1.190 4.133
O -1.308 -2.085 4.061
H 3.273 -1.395 -1.563
H 2.667 -0.626 -2.632
O 3.330 -1.343 -2.531
*
```

Summary:
lowest unoccupied orbital energy	2.24	eV
HOMO-LUMO gap	9.096	eV
HOMO energy	-6.855	eV

***

3.
Here is a structure of composition C47H44F10GeIN6O2Ti from the Open Molecules 2025 dataset. Energies are from the ωB97M-V functional and the def2-TZVPD basis.

```
! wB97M-V def2-TZVPD RIJCOSX def2/J DEFGRID3
* xyz -2 2
Ti -0.895 -0.868 1.758
C 2.470 -3.085 2.381
C 2.539 -2.803 0.911
N 3.455 -3.448 0.205
C 3.500 -3.269 -1.113
C 2.609 -2.463 -1.805
C 2.688 -2.422 -3.315
O 3.236 -3.609 -3.878
C 1.661 -1.750 -1.076
C 0.635 -0.823 -1.726
N -0.676 -1.138 -1.140
C -0.802 -2.520 -0.694
C -0.597 -3.582 -1.567
C -0.686 -4.880 -1.090
C -0.938 -5.084 0.260
C -1.113 -4.002 1.112
C -1.096 -2.675 0.662
I -3.394 -2.172 2.883
C 1.633 -1.882 0.332
O 0.818 -1.196 1.087
H 3.269 -3.770 2.654
H 1.510 -3.543 2.625
H 2.556 -2.158 2.953
H 4.277 -3.814 -1.637
H 3.334 -1.603 -3.640
H 1.689 -2.254 -3.735
H 2.841 -4.351 -3.406
H 0.593 -0.995 -2.820
H -0.338 -3.410 -2.607
H -0.540 -5.722 -1.758
H -0.986 -6.096 0.648
H -1.267 -4.205 2.167
C -4.123 0.453 0.372
N -2.957 0.971 1.099
C -3.434 1.302 2.452
C -2.399 1.364 3.567
N -1.454 0.270 3.507
C -0.722 0.049 4.593
C -0.531 0.857 5.754
F -1.098 2.085 5.870
C 0.269 0.475 6.813
F 0.389 1.294 7.872
C 0.943 -0.731 6.822
F 1.711 -1.093 7.874
C 0.801 -1.558 5.718
F 1.424 -2.745 5.693
C -0.003 -1.172 4.680
F -0.137 -2.020 3.613
C -2.502 2.164 0.359
C -1.404 3.074 0.910
N -0.196 2.406 1.351
C 0.758 3.237 1.741
C 1.966 2.752 2.348
F 2.065 1.436 2.586
C 3.030 3.522 2.739
F 4.113 2.940 3.284
C 2.999 4.899 2.588
F 4.047 5.675 2.963
C 1.846 5.453 2.070
F 1.764 6.794 1.958
C 0.783 4.676 1.662
F -0.285 5.374 1.175
H -5.021 1.048 0.599
H -4.311 -0.582 0.659
H -3.961 0.503 -0.704
H -4.145 0.528 2.732
H -3.977 2.263 2.430
H -2.971 1.307 4.502
H -1.884 2.326 3.565
H -3.386 2.808 0.198
H -2.141 1.827 -0.615
H -1.825 3.692 1.718
H -1.191 3.760 0.084
C 5.235 1.267 -1.161
C 4.597 1.353 -2.391
C 3.233 1.130 -2.482
C 2.489 0.808 -1.348
C 3.127 0.767 -0.112
C 4.492 0.977 -0.024
N 1.072 0.576 -1.486
C 0.427 1.671 -2.082
C -0.416 1.567 -3.189
C -1.083 2.682 -3.676
C -0.900 3.926 -3.097
C 0.016 4.056 -2.056
C 0.678 2.950 -1.563
H 6.304 1.424 -1.088
H 5.164 1.587 -3.284
H 2.733 1.209 -3.441
H 2.540 0.567 0.773
H 4.972 0.918 0.945
H -0.532 0.615 -3.689
H -1.747 2.571 -4.525
H -1.458 4.786 -3.446
H 0.208 5.028 -1.617
H 1.383 3.053 -0.750
C -2.257 -3.304 -4.338
Ge -2.609 -1.503 -3.563
C -4.561 -1.542 -3.167
C -2.502 -0.239 -5.113
C -1.883 -0.739 -1.804
H -3.020 -3.499 -5.092
H -2.325 -4.067 -3.565
H -1.278 -3.374 -4.812
H -5.135 -1.886 -4.029
H -4.922 -0.549 -2.896
H -4.766 -2.212 -2.331
H -3.219 -0.547 -5.875
H -1.513 -0.204 -5.573
H -2.765 0.768 -4.787
H -2.697 -1.020 -1.137
H -1.911 0.336 -1.961
*
```

Summary:
lowest unoccupied orbital energy (alpha / beta)	3.90 / 3.90	eV
relative energy (zero: lowest compared OMol25 entry of this formula, charge and spin)	0.0	kcal/mol
HOMO-LUMO gap (alpha / beta)	5.731 / 5.729	eV
HOMO energy (alpha / beta)	-1.827 / -1.825	eV

***

How do the records compare in maximum force? In the order shown, they have 3.208 2.478 1.655 eV Å⁻¹.